One molecule with the formula C2H5NS at a distorted geometry, computed with the ωB97M-V functional and the def2-TZVPD basis.

Output
**Orbital gap**: 8.66 eV
**Energy relative to the best compared isomer or geometry (same formula, charge and spin)**: 167.8 kJ/mol
**Net charge**: 0
**Total energy**: -14478.598 eV
**Multiplicity**: 1
**SMILES**: CC(N)=S

Last columns: bonded neighbours and bond lengths (Å).
CARTESIAN COORDINATES (ANGSTROEM)
1 C -0.566 -0.936 0.020  C2 1.377, H3 1.048, H4 1.157, H5 1.177
2 C 0.353 0.084 0.117  C1 1.377, N8 1.257, S9 1.687
3 H -0.251 -1.604 -0.723  C1 1.048
4 H -0.792 -1.715 0.846  C1 1.157
5 H -1.469 -0.316 -0.410  C1 1.177
6 H 1.196 1.772 -0.216  N8 1.114
7 H -0.673 1.659 0.302  N8 0.975
8 N 0.202 1.329 0.027  C2 1.257, H6 1.114, H7 0.975
9 S 2.000 -0.274 0.037  C2 1.687

Löwdin population analysis, charges in e, atoms 1 to 4: atom 1 (C): -0.1390, atom 2 (C): -1.0077, atom 3 (H): 0.0534, atom 4 (H): 0.1356